Record 1
A molecular structure, C31H44N2O3PS3Sn, computed with ωB97M-V with the def2-TZVPD basis set.

charge = -1
frontier orbital gap = 6.57 eV

Geometry (Å):
Sn -0.240 -1.349 0.145
C -2.623 -3.424 4.507
C -1.967 -3.365 3.144
S -1.581 -1.768 2.636
C -1.772 -4.544 2.476
C -2.072 -5.898 3.080
S -1.255 -4.559 0.833
H -2.795 -2.414 4.865
H -1.978 -3.944 5.219
H -3.578 -3.953 4.459
H -2.058 -5.859 4.169
H -1.317 -6.618 2.762
H -3.049 -6.272 2.761
C 0.345 -3.336 -3.315
C -0.119 -1.889 -3.398
C -0.059 -1.355 -4.821
O 0.774 -1.125 -2.574
C -1.583 -1.830 -2.853
O -2.492 -1.917 -3.672
O -1.723 -1.744 -1.581
H 1.383 -3.420 -3.642
H -0.290 -3.966 -3.936
H 0.274 -3.675 -2.280
H 0.942 -1.494 -5.234
H -0.310 -0.291 -4.832
H -0.790 -1.876 -5.436
H 0.533 -0.193 -2.686
C 4.304 2.082 -0.027
C 3.774 0.652 0.027
C 3.577 0.130 -1.401
P 2.168 0.351 0.970
C 2.759 0.034 2.716
C 3.948 0.831 3.255
C 1.570 0.128 3.669
C 1.273 1.928 0.993
C 1.798 3.073 1.596
C 1.152 4.296 1.587
C 1.760 5.516 2.232
C -0.074 4.359 0.925
C -0.632 3.248 0.335
C -0.002 1.978 0.361
N -0.610 0.886 -0.205
C -1.680 1.150 -1.110
C -3.024 0.977 -0.758
C -3.417 0.615 0.643
C -4.007 1.116 -1.730
C -3.704 1.423 -3.046
C -4.765 1.478 -4.112
C -2.375 1.657 -3.367
C -1.368 1.542 -2.421
C 0.054 1.857 -2.812
H 5.146 2.129 -0.723
H 4.651 2.434 0.944
H 3.531 2.764 -0.381
H 4.505 0.006 0.526
H 2.871 0.770 -1.938
H 3.186 -0.887 -1.402
H 4.523 0.143 -1.948
H 3.059 -1.018 2.665
H 3.661 1.853 3.505
H 4.782 0.858 2.554
H 4.302 0.355 4.173
H 1.237 1.163 3.769
H 1.849 -0.254 4.653
H 0.731 -0.468 3.310
H 2.759 3.002 2.088
H 2.510 5.234 2.971
H 0.997 6.116 2.732
H 2.246 6.152 1.487
H -0.611 5.301 0.884
H -1.597 3.330 -0.149
H -2.684 0.972 1.365
H -3.471 -0.471 0.736
H -4.396 1.023 0.897
H -5.043 0.951 -1.448
H -5.762 1.398 -3.679
H -4.629 0.647 -4.806
H -4.703 2.408 -4.681
H -2.112 1.914 -4.389
H 0.249 1.572 -3.847
H 0.761 1.353 -2.151
H 0.243 2.930 -2.715
S 0.820 -5.193 0.887
C 1.438 -4.178 2.065
N 1.873 -3.541 2.925

What are the Mulliken partial charges on each atom? They are as follows, in elementary charge units: 0.95 -1.76 0.80 -0.37 0.09 -1.39 0.04 0.45 0.34 0.36 0.38 0.33 0.26 -1.76 2.02 -1.75 -0.39 0.17 -0.73 -0.33 0.42 0.40 0.14 0.38 0.31 0.40 -0.19 -1.53 0.31 -1.56 0.37 0.55 -1.60 -1.33 0.38 0.31 0.46 -1.76 -1.09 -0.70 -0.50 0.65 -0.19 1.18 -1.85 -0.83 0.89 -1.71 -0.85 1.60 -1.78 0.52 0.25 0.28 0.61 0.10 0.30 0.54 0.43 0.25 0.35 0.49 0.24 0.50 0.09 0.01 0.35 0.39 0.30 0.36 0.48 0.17 0.27 0.48 0.31 0.40 0.30 0.35 0.33 0.39 -0.19 0.50 -0.24 0.56 -0.47

=====

Record 2
A molecular structure, C31H44N4P2Ti in a non-equilibrium geometry, computed with ωB97M-V with the def2-TZVPD basis set.

spin multiplicity = 3
frontier orbital gap (spin up / spin down) = 5.79 / 7.45 eV
<S²> = 2.010
energy above the lowest of the compared OMol25 structures with the same formula, charge and spin = 0.0 kJ/mol

Geometry (Å):
Ti -0.243 -0.707 -1.403
C -1.317 1.659 -1.074
C -1.660 0.804 -2.127
C -1.189 0.947 -3.550
C 0.073 0.185 -4.048
C 1.149 -0.003 -3.027
C 1.444 0.954 -2.045
C 0.969 2.364 -2.048
C -0.258 2.679 -1.124
C 1.318 -1.011 -0.113
H -2.093 1.854 -0.327
H -2.553 0.182 -1.986
H -1.051 2.021 -3.776
H -2.025 0.566 -4.170
H -0.197 -0.774 -4.533
H 0.503 0.767 -4.889
H 1.852 -0.829 -3.201
H 2.376 0.783 -1.495
H 0.723 2.723 -3.056
H 1.798 2.982 -1.652
H 0.142 2.853 -0.114
H -0.690 3.652 -1.424
H 1.719 -0.401 0.710
H 2.150 -1.248 -0.818
H 0.866 -1.944 0.267
P 1.546 -1.104 -7.199
P -2.156 -0.508 -6.948
N 2.941 -0.009 -7.576
N 2.051 -2.320 -8.394
N -2.243 1.267 -7.386
N -3.751 -0.902 -7.628
C 0.345 -0.250 -8.313
C -1.030 -0.932 -8.376
C 3.748 0.498 -6.545
C 4.728 1.319 -7.096
C 4.530 1.319 -8.519
C 3.408 0.531 -8.773
C 2.240 -3.654 -7.999
C 2.651 -4.386 -9.095
C 2.727 -3.493 -10.209
C 2.322 -2.245 -9.763
C -1.813 2.119 -6.368
C -1.905 3.434 -6.759
C -2.272 3.416 -8.136
C -2.405 2.074 -8.514
C -4.497 -0.250 -8.614
C -5.418 -1.126 -9.156
C -5.289 -2.369 -8.455
C -4.269 -2.214 -7.528
H 0.764 -0.197 -9.331
H 0.272 0.775 -7.909
H -1.550 -0.612 -9.295
H -0.938 -2.031 -8.336
H 3.539 0.250 -5.517
H 5.485 1.863 -6.550
H 5.116 1.819 -9.273
H 2.904 0.342 -9.704
H 2.034 -3.946 -6.976
H 2.879 -5.445 -9.101
H 3.057 -3.710 -11.216
H 2.158 -1.330 -10.319
H -1.396 1.716 -5.479
H -1.735 4.281 -6.104
H -2.425 4.273 -8.774
H -2.601 1.636 -9.486
H -4.338 0.800 -8.817
H -6.083 -0.901 -9.980
H -5.871 -3.262 -8.633
H -3.879 -2.894 -6.788
C -0.579 0.887 1.888
C -1.143 -0.518 1.676
C -2.260 -0.746 2.706
C -1.609 -0.866 0.243
H -1.282 1.678 1.594
H 0.367 1.027 1.356
H -0.354 1.038 2.959
H -0.323 -1.218 1.916
H -3.125 -0.112 2.477
H -2.559 -1.798 2.670
H -1.882 -0.485 3.704
H -1.678 -1.969 0.105
H -2.587 -0.434 0.007

What are the Mulliken partial charges on each atom? They are as follows, in elementary charge units: 0.50 -0.01 -1.72 -0.25 1.14 -1.52 -0.19 -1.14 -1.22 -1.60 0.79 0.55 0.24 0.49 0.13 0.11 0.48 0.59 0.33 0.52 0.52 0.39 0.23 0.50 0.50 -0.18 0.00 0.43 0.51 0.36 0.26 -0.64 -1.14 -0.48 -0.58 -0.67 -0.16 -0.43 -0.60 -0.70 -0.09 0.41 -0.81 -1.03 -0.48 -0.32 -0.68 -0.54 -0.42 0.37 0.46 0.53 0.55 0.39 0.42 0.42 0.20 0.36 0.41 0.42 0.23 -0.36 0.48 0.44 0.65 0.57 0.42 0.42 0.36 -1.27 1.19 -1.64 -1.49 0.29 0.03 0.47 0.12 0.35 0.37 0.42 0.51 0.49

=====

Record 3
A molecular structure, C31H45As3BBrNiO2 in a non-equilibrium geometry, computed with ωB97M-V with the def2-TZVPD basis set.

frontier orbital gap (spin up / spin down) = 7.15 / 7.10 eV
energy above the lowest of the compared OMol25 structures with the same formula, charge and spin = 69.7 kJ/mol

Geometry (Å):
Ni -0.722 -1.128 -0.624
Br -2.466 -1.475 -2.685
C -3.321 0.166 -2.225
C -4.452 0.478 -2.918
C -5.124 1.685 -2.628
C -4.633 2.520 -1.671
C -3.453 2.198 -0.953
C -2.948 3.088 0.027
C -1.800 2.779 0.693
C -1.124 1.567 0.426
C -1.569 0.635 -0.485
C -2.754 0.987 -1.210
H -4.827 -0.187 -3.683
H -6.022 1.938 -3.176
H -5.138 3.452 -1.445
H -3.478 4.012 0.222
H -1.398 3.466 1.429
H -0.206 1.380 0.973
C 2.732 -2.199 0.570
As 0.983 -1.539 1.116
C 1.600 -0.167 2.353
C 0.600 -3.028 2.343
C -0.700 -3.058 3.176
C -0.486 -4.129 4.256
C -1.884 -3.518 2.313
As -2.302 -2.558 0.652
C -3.777 -1.390 1.153
C -3.346 -3.973 -0.177
C -0.949 -1.690 3.826
As -2.061 -1.594 5.463
C -3.841 -1.255 4.718
C -1.628 0.289 5.803
H 3.339 -2.419 1.450
H 3.212 -1.448 -0.050
H 2.600 -3.106 -0.019
H 2.158 -0.641 3.162
H 0.773 0.409 2.759
H 2.262 0.503 1.805
H 1.457 -3.072 3.024
H 0.654 -3.925 1.718
H -0.117 -5.051 3.803
H -1.409 -4.360 4.790
H 0.248 -3.799 4.996
H -2.807 -3.558 2.899
H -1.680 -4.543 1.986
H -4.514 -1.908 1.765
H -4.240 -1.051 0.226
H -3.393 -0.515 1.671
H -4.084 -4.338 0.538
H -2.696 -4.791 -0.481
H -3.850 -3.571 -1.053
H -1.320 -0.959 3.096
H 0.008 -1.306 4.189
H -4.257 -2.165 4.289
H -3.821 -0.471 3.964
H -4.487 -0.943 5.540
H -0.603 0.369 6.165
H -2.296 0.677 6.571
H -1.741 0.885 4.896
C 5.380 3.580 -5.246
C 5.173 2.982 -3.855
C 5.185 4.130 -2.836
C 6.345 2.036 -3.562
C 3.855 2.215 -3.741
C 2.967 2.091 -4.806
C 1.758 1.394 -4.702
C 1.471 0.823 -3.488
O 0.372 0.098 -3.110
B 0.571 -0.249 -1.761
O 1.820 0.269 -1.340
C 2.345 0.934 -2.421
C 3.532 1.615 -2.512
H 6.333 4.112 -5.271
H 4.596 4.294 -5.504
H 5.410 2.811 -6.020
H 6.122 4.688 -2.907
H 5.094 3.762 -1.813
H 4.360 4.820 -3.018
H 7.293 2.574 -3.648
H 6.359 1.203 -4.267
H 6.287 1.621 -2.555
H 3.203 2.548 -5.756
H 1.077 1.312 -5.538
H 4.190 1.684 -1.656

What are the Mulliken partial charges on each atom? They are as follows, in elementary charge units: -0.92 -0.12 0.39 -0.78 -0.55 -0.92 1.09 -0.87 -1.25 0.61 -0.02 0.61 0.43 0.40 0.37 0.35 0.43 0.22 -1.29 1.04 -1.47 -1.97 2.59 -2.39 -2.08 1.13 -1.24 -1.34 -1.17 0.28 -1.06 -1.16 0.44 0.30 0.38 0.52 0.29 0.44 0.63 0.39 0.48 0.57 0.45 0.56 0.56 0.56 0.41 0.09 0.42 0.36 0.40 0.02 0.70 0.24 0.24 0.49 0.35 0.41 0.29 -2.18 2.25 -1.62 -1.62 0.33 -0.28 -1.86 0.85 -0.60 0.49 -0.32 -0.01 -0.80 0.43 0.43 0.43 0.45 0.31 0.37 0.45 0.37 0.31 0.47 0.48 0.50